C39H37BiBrClN7O7S | wB97M-V/def2-TZVPD

XYZ file:
```
94
C39H37BiBrClN7O7S | the OMol25 dataset | wB97M-V/def2-TZVPD
Bi -0.134 0.416 -0.210
Cl -5.293 -4.188 0.963
C -4.361 -2.735 0.980
C -3.985 -2.157 2.180
C -3.181 -1.032 2.181
C -2.744 -0.446 0.989
O -1.884 0.590 1.044
C -3.225 -0.988 -0.216
C -3.024 -0.256 -1.473
N -2.150 -0.552 -2.340
C -1.919 0.280 -3.419
C -1.693 -0.227 -4.680
C -1.422 0.625 -5.757
C -1.363 1.982 -5.581
C -1.558 2.540 -4.302
C -1.522 3.928 -4.046
C -1.742 4.387 -2.776
C -1.984 3.453 -1.755
N -2.017 2.165 -1.956
C -1.829 1.688 -3.200
C -4.011 -2.129 -0.215
H -4.305 -2.591 3.112
H -2.889 -0.590 3.119
H -3.733 0.566 -1.612
H -1.781 -1.291 -4.839
H -1.273 0.196 -6.736
H -1.178 2.640 -6.417
H -1.330 4.614 -4.859
H -1.719 5.441 -2.546
H -2.158 3.775 -0.737
H -4.374 -2.526 -1.149
C 1.746 1.199 -3.549
O 1.217 1.755 -2.363
C 1.771 2.889 -1.848
C 2.817 3.578 -2.416
C 3.308 4.738 -1.806
Br 4.766 5.656 -2.609
C 2.777 5.203 -0.633
C 1.720 4.501 -0.021
C 1.175 3.335 -0.626
O 0.180 2.723 -0.072
C 1.208 4.914 1.249
N 0.215 4.311 1.919
C 0.026 4.944 3.124
C -0.857 4.719 4.169
C -0.762 5.569 5.254
C 0.167 6.611 5.302
C 1.044 6.850 4.261
C 0.960 5.996 3.174
N 1.669 5.939 1.994
H 2.790 0.900 -3.425
H 1.657 1.894 -4.389
H 1.133 0.321 -3.743
H 3.274 3.248 -3.335
H 3.169 6.099 -0.181
H -0.243 3.488 1.519
H -1.577 3.917 4.123
H -1.426 5.429 6.090
H 0.198 7.245 6.174
H 1.756 7.659 4.289
H 2.422 6.559 1.744
C 1.250 0.579 1.561
H 1.885 -0.292 1.625
H 0.667 0.670 2.463
H 1.866 1.461 1.453
C 4.417 -7.230 0.347
C 3.357 -7.982 1.118
S 1.715 -7.443 0.534
O 1.772 -7.177 -0.879
O 0.696 -8.331 1.003
C 1.387 -5.799 1.300
C -0.042 -5.488 0.879
N -0.320 -4.080 1.020
C -0.210 -3.121 0.079
N -0.295 -1.914 0.629
C -0.491 -2.082 1.949
C -0.525 -3.427 2.219
N -0.766 -4.020 3.482
O -0.492 -5.190 3.641
O -1.223 -3.282 4.325
C -0.047 -3.346 -1.372
H 5.397 -7.676 0.493
H 4.460 -6.187 0.655
H 4.168 -7.272 -0.711
H 3.376 -7.817 2.192
H 3.387 -9.050 0.917
H 2.098 -5.104 0.863
H 1.488 -5.863 2.379
H -0.721 -6.084 1.491
H -0.169 -5.780 -0.164
H -0.585 -1.266 2.632
H -0.227 -4.383 -1.639
H 0.960 -3.082 -1.694
H -0.751 -2.711 -1.909
```

Output
**Net charge**: +1
**Gap between HOMO and LUMO**: 7.475 eV
**Energy relative to the best compared isomer or geometry (same formula, charge and spin)**: 14.2 kcal per mole
**HOMO**: -10.33 eV
**Calculated total energy**: -6065.08634 a.u.

C2F3NOS | wB97M-V/def2-TZVPD

XYZ file:
```
8
C2F3NOS | the OMol25 dataset | wB97M-V/def2-TZVPD
F 1.193 0.931 -0.857
C 1.377 -0.062 -0.011
F 2.456 -0.738 -0.371
F 1.579 0.440 1.196
S -0.047 -1.258 -0.019
C -1.370 -0.198 0.001
N -1.903 0.925 0.052
O -2.666 -0.462 -0.031
```

Output
**Net charge**: 0
**Gap between HOMO and LUMO**: 10.091 eV
**Energy relative to the best compared isomer or geometry (same formula, charge and spin)**: 29.4 kcal per mole
**HOMO**: -9.86 eV
**Calculated total energy**: -903.86812 a.u.

C4H8NO | wB97M-V/def2-TZVPD

XYZ file:
```
14
C4H8NO | the OMol25 dataset | wB97M-V/def2-TZVPD
C 0.851 -0.956 -1.086
C 1.235 -2.155 -1.531
C -0.095 1.088 -1.449
N 0.322 0.001 -1.990
H 0.735 -0.681 -0.025
H 1.156 -2.373 -2.590
H 1.604 -2.911 -0.850
H -0.535 1.830 -2.113
H 0.063 1.329 -0.363
C -1.059 0.958 2.400
O -0.266 0.643 1.336
H -0.639 0.690 3.392
H -1.310 2.048 2.506
H -2.062 0.490 2.362
```

Output
**Net charge**: -1
**Gap between HOMO and LUMO**: 7.000 eV
**Energy relative to the best compared isomer or geometry (same formula, charge and spin)**: 1.1 kcal per mole
**HOMO**: -2.75 eV
**Calculated total energy**: -287.13648 a.u.

- Which of these has the lowest calculated total energy?
  C39H37BiBrClN7O7S

- Which value of gap between HOMO and LUMO does entry 3 give?
  7.000 eV

- Which of these has the highest calculated total energy?
  C4H8NO